This record from the Open Molecules 2025 dataset describes a molecular structure, C5H8. The level of theory is the ωB97M-V functional and the def2-TZVPD basis.

Values from the calculation:
HOMO = -8.49 eV
relative energy (zero: lowest compared OMol25 entry of this formula, charge and spin) = 96.0 kcal/mol
calculated total energy = -195.1391 Eh
frontier orbital gap = 8.9 eV
E_LUMO = 0.41 eV

Cartesian coordinates (Å):
1 C 1.09718 1.59787 0.25911
2 C 0.31455 0.77211 1.20058
3 C -0.54399 -0.14708 0.69636
4 C -0.65812 -0.59692 -0.71558
5 C -1.00152 -1.94366 -1.06562
6 H 0.31510 2.57465 -0.12101
7 H 2.25933 2.06722 0.86299
8 H 1.29267 0.79650 -0.86749
9 H 0.38900 1.04659 2.26757
10 H -0.95658 -0.98656 1.33965
11 H -0.34438 0.09162 -1.54428
12 H -1.11465 -2.76267 -0.26926
13 H -1.04859 -2.50967 -2.04302